61
Properties=species:S:1:pos:R:3 method="wB97M-V/def2-TZVPD" lumo_ev=4.01 gap_ev=4.2 charge=-2 fmax_ha_per_bohr=0.012 energy_ha=-6567.28437
Pd -0.8736 -0.0457 -1.0736
Br -5.4938 2.1110 0.3704
Cl 3.2361 -3.7381 1.9973
Cl -2.9680 -2.9988 2.3179
Cl 1.6585 -4.8901 4.4796
Cl -1.4617 -4.5352 4.6344
S 1.3394 2.1090 -0.8254
P 0.4730 -1.0749 -2.6773
O -1.2251 -2.1391 0.1506
O 0.4432 3.0602 -1.5484
O 1.5063 -2.4969 -0.0290
N -2.7275 -0.5614 -2.3059
C 0.1737 -0.5135 -4.4142
C 1.6632 4.4262 0.6572
C -3.5050 1.6235 -1.6048
C 0.3407 1.1406 0.3175
C -0.9980 0.2031 2.5845
C -1.2384 -3.2638 2.2107
C -4.3407 1.0278 -0.6952
C 1.0007 0.2662 1.2287
C 2.3039 -1.1288 -2.6753
C 2.1489 3.1518 0.4256
C -2.6717 0.7879 -2.3711
C -0.5986 -2.7611 1.0656
C 0.7997 -4.0629 3.2023
C -0.5643 -3.9051 3.2745
C -0.9918 1.5393 0.5647
C -1.6465 1.0384 1.7197
C -3.4903 -1.0872 -1.3270
C 0.3413 -0.1797 2.3373
C 3.8584 3.4827 2.0751
C -4.3240 -0.3461 -0.5074
C 3.3691 4.7605 2.3215
C 2.2729 5.2315 1.6106
C 1.4921 -3.5836 2.0666
C 0.0727 -2.8451 -2.8525
C 3.2529 2.6779 1.1222
C 0.8723 -2.9412 0.9777
H -1.0052 -2.9383 -2.9952
H -1.4033 2.3693 0.0057
H 1.9941 -0.1017 1.0017
H 2.6955 -0.1105 -2.7257
H -0.9010 -0.5659 -4.6055
H 3.6286 1.6805 0.9261
H -2.0930 1.2148 -3.1811
H 0.8092 4.7594 0.0791
H 4.7106 3.1100 2.6301
H 2.6906 -1.7124 -3.5170
H -3.4601 2.6960 -1.7285
H 0.6988 -1.1275 -5.1527
H 1.8917 6.2275 1.8024
H 0.6083 -3.3082 -3.6876
H -2.6744 1.3297 1.9057
H 0.3501 -3.3069 -1.9043
H -4.9055 -0.8276 0.2644
H 0.4965 0.5256 -4.5145
H 2.6062 -1.5954 -1.7348
H 3.8446 5.3878 3.0660
H 0.8296 -0.8810 3.0020
H -3.3930 -2.1550 -1.1802
H -1.5193 -0.2094 3.4390

***

62
Properties=species:S:1:pos:R:3 method="wB97M-V/def2-TZVPD" lumo_ev=2.52 gap_ev=7.3 charge=-1 fmax_ha_per_bohr=0.016 energy_ha=-4428.67755 relative_energy_kcal_mol=0.0
Ir -0.1986 0.6900 0.1703
Br 4.4131 -5.3915 1.2026
O 0.2976 2.8324 4.3416
O 2.6336 0.6702 1.0782
O -1.2079 2.5855 -1.7634
O -0.4859 -0.4516 -1.5504
O 0.1154 -0.8383 1.6291
O -0.4441 1.9927 1.7037
O -0.4687 -2.9321 2.1312
N 1.7430 1.1827 0.1571
N -0.2010 2.2164 -1.1188
N -2.1477 0.2485 0.2819
N -2.6933 -0.4020 -0.8176
C -2.8128 0.2868 1.3726
C 3.4131 2.8687 -0.4273
C -2.3413 0.8436 2.6321
C -1.4135 -1.2635 -4.0651
C 2.5985 -2.7289 -1.3961
C 3.4637 -3.6673 -0.8541
C 0.9925 2.7686 -1.3161
C -2.7578 1.0128 5.0022
C 1.4208 2.8964 3.4696
C 1.5497 -2.2116 -0.6489
C -3.6193 -2.9465 -4.0700
C -3.2656 -2.2742 -2.9103
C -2.1596 -1.4316 -2.9032
C -2.8763 -2.7747 -5.2299
C -1.7762 -1.9280 -5.2264
C -1.1453 1.6064 2.7509
C 2.1909 -3.6120 1.2001
C -3.1285 0.5652 3.7514
C -0.7909 2.0548 4.0416
C -1.5893 1.7492 5.1327
C 2.0652 2.2327 -0.5151
C 0.2282 -2.1273 1.5407
C 1.3443 -2.6505 0.6534
C 1.1717 3.8445 -2.3349
C 3.2422 -4.0941 0.4448
C -1.7521 -0.7148 -1.6650
H 1.0555 4.8471 -1.9115
H 2.7462 -2.3929 -2.4148
H 2.1409 3.5288 3.9886
H -1.1983 -1.7868 -6.1313
H 3.8812 2.6239 0.5236
H 0.8805 -1.4812 -1.0879
H 1.8551 1.9064 3.3095
H -3.3589 0.7866 5.8729
H 2.0851 -0.0116 1.5106
H -0.5584 -0.6022 -4.0411
H 2.0107 -3.9728 2.2031
H 3.3257 3.9492 -0.5274
H 0.4059 3.7284 -3.1007
H 4.0631 2.5067 -1.2270
H -4.0317 -0.0192 3.6230
H 4.2911 -4.0630 -1.4265
H -3.8382 -2.3894 -2.0003
H -4.4756 -3.6096 -4.0681
H -3.7966 -0.1759 1.3582
H 1.1657 3.3255 2.5052
H 2.1579 3.7856 -2.7982
H -3.1531 -3.3015 -6.1349
H -1.2620 2.1102 6.1000

***

64
Properties=species:S:1:pos:R:3 method="wB97M-V/def2-TZVPD" spin_multiplicity=3 lumo_ev="-0.78 / -0.84" gap_ev="5.0 / 7.3" fmax_ha_per_bohr=0.026 energy_ha=-4017.44727 relative_energy_kcal_mol=12.8
I 2.9668 -3.5793 -1.4256
Ti -0.0602 0.6533 -0.6329
Cl 1.3723 -2.4478 -6.7576
S -0.9367 2.8919 -0.5316
S -2.2901 -0.1184 -0.6039
O -2.0159 -1.7478 4.1476
O 1.2701 -0.8005 -1.1034
O -4.0159 0.1440 6.3520
N -1.7446 -0.1059 5.6876
N 0.2458 0.4867 1.4227
N 0.0434 0.6882 -2.8723
N 1.2590 -2.1829 1.4227
N -5.5126 0.7836 4.5359
N -3.9868 4.5492 4.5284
N 0.1712 -3.6543 3.3725
C -2.1502 2.3673 0.6230
C 1.9761 -2.7248 -4.1593
C -4.8229 1.1454 3.6906
C -2.8194 -0.5597 6.5455
C -0.5940 1.4697 -3.7168
C 0.0040 -4.1790 2.0200
C 1.5716 1.2647 3.3016
C 0.7131 0.6287 4.2154
C 0.6715 -0.7685 -4.7210
C 1.3484 -1.9565 -5.0931
C -2.5280 3.2488 1.6401
C -0.6207 -0.0767 2.3375
C -0.6301 1.2103 -5.0958
C -3.6276 0.7211 1.6113
C -1.4543 -0.7160 4.5136
C 1.3379 1.1864 1.9581
C 0.0591 -2.9945 1.0669
C -0.4154 -0.0486 3.6810
C -3.9640 1.5936 2.6287
C -0.0108 0.1011 -5.5997
C -2.7298 1.0772 0.6058
C 1.9687 -2.3528 -2.7997
C 1.3345 -1.2143 -2.3567
C -3.7366 3.8101 3.6856
C -3.4155 2.8812 2.6341
C 0.6767 -0.4208 -3.3601
H -1.1066 2.3200 -3.2840
H 1.3338 -2.2813 2.4503
H -2.9327 -1.6299 6.3752
H -1.1620 1.8858 -5.7506
H -0.9318 -4.7192 1.8513
H 0.3394 -4.3897 4.0442
H -0.0451 -0.1206 -6.6574
H -1.3855 0.8238 5.8370
H -0.8140 -2.3630 1.2237
H 0.8261 -4.8687 1.8082
H 0.9130 0.6410 5.2767
H -4.0391 -0.2801 1.6151
H -2.5310 -0.3784 7.5790
H 2.4801 -3.6291 -4.4697
H 1.9646 1.6977 1.2368
H 2.0963 -2.5135 0.9453
H 1.1150 -1.1945 1.1517
H 2.4241 1.8306 3.6528
H -4.4123 -0.0950 5.5049
H 0.1011 -3.2729 0.0177
H -1.5097 -0.5409 1.9369
H -2.0828 4.2341 1.6676
H -0.6472 -3.1171 3.6685

***

57
Properties=species:S:1:pos:R:3 method="wB97M-V/def2-TZVPD" lumo_ev=-0.43 gap_ev=8.3 fmax_ha_per_bohr=0.025 energy_ha=-1868.05175 relative_energy_kcal_mol=2.4
S 2.0034 -2.9653 -0.8539
O 2.0323 -3.8632 -1.9573
O 0.5247 -1.4894 -3.0449
O -4.6835 -0.7297 2.5329
O 3.0620 -3.0161 0.1113
N -3.0409 -2.2114 2.1081
N 2.0716 -1.3531 -1.4191
N -1.4961 1.5385 -0.7510
C -3.3697 1.8318 -2.1651
C -1.6532 0.2471 1.2496
C -1.9021 -2.5763 0.0101
C 0.4932 1.3151 0.5181
C 0.4446 -3.1395 1.3784
C 2.4055 2.7330 0.1429
C 2.6909 0.6156 1.2148
C -4.9249 0.1921 -0.5169
C -1.8959 -2.6129 1.4050
C 4.7169 2.0613 0.8741
C -0.7310 -2.7737 -0.6953
C -0.9380 1.0463 0.3299
C -3.6745 -1.0089 1.9283
C -4.6746 1.5708 -2.4754
C -2.9582 -0.0880 0.9877
C 1.7376 0.5669 -2.8577
C 1.3784 -0.8487 -2.4851
C 1.0501 2.4960 0.0287
C 3.2475 1.7933 0.7284
C 0.4398 -2.9966 0.0035
C -3.5860 0.4475 -0.1639
C -0.7325 -2.9695 2.0853
C 5.0000 2.7604 2.2059
C -2.7897 1.2780 -1.0042
C -5.4563 0.7487 -1.6477
C 1.3318 0.3804 1.1202
H -2.7510 2.4578 -2.7883
H -0.7425 -3.0516 3.1622
H 4.6766 2.1368 3.0361
H -5.1167 1.9963 -3.3641
H 0.3994 3.2200 -0.4374
H 2.7901 0.7740 -2.6888
H 1.3790 -3.3475 1.8753
H 2.8215 3.6558 -0.2352
H -5.5265 -0.4289 0.1296
H 3.3279 -0.1323 1.6653
H 4.4644 3.7056 2.2587
H 6.0640 2.9569 2.3125
H 5.0620 2.6962 0.0555
H 5.2706 1.1210 0.8382
H 2.7398 -0.7755 -0.9330
H -1.1661 -0.0935 2.1502
H -3.3577 -2.7687 2.8912
H -0.7043 -2.7186 -1.7715
H -2.8218 -2.3616 -0.5117
H 1.4826 0.7329 -3.9005
H -6.4859 0.5582 -1.9115
H 0.9317 -0.5532 1.4859
H 1.1397 1.2398 -2.2439

***

57
Properties=species:S:1:pos:R:3 method="wB97M-V/def2-TZVPD" lumo_ev=0.02 gap_ev=8.0 fmax_ha_per_bohr=0.022 energy_ha=-1545.06473 relative_energy_kcal_mol=48.1
O 0.2265 2.6754 3.9025
O -0.0768 1.3626 -1.4701
O 1.9485 -2.7113 -1.3451
O -1.6135 -2.5141 -0.0191
O -1.6479 3.1792 2.7391
N -2.1001 -2.5487 -2.6417
N 1.0876 -0.5913 -1.1268
N -3.0600 -2.6796 -3.5462
C -1.9178 -0.2118 0.3460
C 1.6008 -0.9772 1.1935
C -0.6740 -0.6777 -2.6513
C -1.7285 -4.2841 -4.7213
C -0.7652 -3.1461 -2.7548
C -2.2832 2.1315 0.7323
C 0.1138 0.1967 -1.7016
C 2.1388 -0.5724 2.3979
C 2.8554 1.7471 -1.1403
C 2.5611 0.9523 0.0939
C 1.1887 -1.8534 -1.6968
C -2.3805 1.0311 -0.0906
C -1.4296 -0.3245 1.6499
C -1.7173 2.0144 1.9999
C 3.3441 1.1168 3.8052
C 2.8543 0.6152 2.4844
C 0.1954 -1.9179 -2.8450
C -0.6781 3.4192 3.6432
C -0.6755 -4.0683 -3.9311
C -1.3182 0.7731 2.4766
C 1.7790 -0.1994 0.0586
C -1.8394 -1.4239 -0.4951
C -1.9801 -1.2559 -2.0149
C -0.8896 4.7769 4.2564
C -2.9480 -3.5476 -4.4819
C 3.0753 1.3417 1.3233
H -0.9079 0.6681 3.4670
H -0.2098 4.9105 5.0920
H 2.0032 2.3763 -1.3949
H -2.6196 3.1006 0.4004
H 3.7224 2.3837 -0.9833
H 1.9861 -1.1739 3.2812
H 3.6641 2.2467 1.3737
H -0.6956 5.5390 3.5045
H -1.6795 -4.9501 -5.5680
H -0.5477 -3.6936 -1.8270
H -2.8074 1.1534 -1.0725
H -2.8634 -0.6620 -2.2539
H 3.0505 1.0879 -1.9853
H -0.9226 -0.1451 -3.5704
H -1.1242 -1.2979 2.0004
H -1.9207 4.8784 4.5840
H 3.5680 0.2932 4.4786
H 0.2882 -4.5246 -4.0988
H -3.8010 -3.6622 -5.1308
H 1.0391 -1.8957 1.1200
H 0.7408 -1.9204 -3.7916
H 2.5599 1.7248 4.2571
H 4.2309 1.7347 3.6881

***

69
Properties=species:S:1:pos:R:3 method="wB97M-V/def2-TZVPD" lumo_ev=-3.39 gap_ev=7.1 charge=+1 fmax_ha_per_bohr=0.012 energy_ha=-3550.49330 relative_energy_kcal_mol=5.9
S -2.6079 -0.7802 -0.7938
S 1.4236 -1.2078 -1.4781
S -2.7426 2.6975 -0.6072
Al 0.5259 0.3224 0.0316
F 1.0548 -3.9290 4.5052
F -0.5946 -2.7818 6.3353
F 1.5733 -2.6640 2.1594
F -1.7138 -0.3662 5.8119
F -1.2080 0.8917 3.4678
O -3.7428 0.0258 -1.1531
O -2.1471 -1.8228 -1.6756
O 0.4080 -0.2660 1.6109
N -3.2903 -3.0518 4.5748
N 2.4093 1.1660 0.2656
N -0.2822 2.1283 -0.1421
N 6.1491 -0.3244 2.8455
N -1.3305 0.2323 -0.6193
N -0.1760 -0.5507 -3.4771
N 2.0997 0.1039 -3.6497
C -0.7845 -0.0795 -4.7350
C 3.2703 0.5201 1.0612
C 5.4438 0.2536 2.1468
C 2.0248 2.3748 -4.6561
C 0.5058 -2.7434 4.2574
C 0.1951 -0.8619 2.7705
C -0.6366 -0.2904 3.7267
C -2.2871 -0.2813 -4.6709
C -0.4050 3.4994 0.0342
C -1.4495 1.5715 -0.4701
C -2.8489 -1.4761 0.7696
C -2.3687 -3.1973 2.3598
C -3.6267 -0.7956 1.7101
C 4.5601 0.9798 1.2708
C -2.2201 -2.6751 1.0953
C 4.0844 2.7951 -0.2032
C -3.7723 -1.3209 2.9740
C 4.9757 2.1397 0.6275
C 0.7610 -2.0958 3.0645
C -3.1455 -2.5313 3.3211
C -0.8988 -0.9280 4.9227
C 1.0568 -0.4595 -3.0301
C -1.6438 3.9726 -0.1637
C 2.8118 2.2815 -0.3554
C 2.2223 0.8841 -4.8917
C -0.3290 -2.1586 5.1910
H 1.0079 2.5917 -4.3219
H -0.8118 -1.0441 -2.8505
H -2.7273 -0.0162 -5.6320
H 2.2074 2.9293 -5.5773
H -2.7415 0.3405 -3.8970
H -3.9553 -2.6470 5.2070
H -0.5567 0.9747 -4.8750
H -1.6277 -3.1925 0.3499
H 0.4545 4.0808 0.3354
H -2.5330 -1.3232 -4.4573
H 3.2237 0.6913 -5.2705
H 2.9163 -0.3843 1.5414
H -3.0069 -3.9955 4.7616
H 2.9403 0.0395 -3.0985
H -1.9860 4.9917 -0.0724
H -0.3698 -0.6400 -5.5707
H 2.0812 2.7633 -0.9926
H 2.7217 2.7399 -3.8992
H -4.1334 0.1224 1.4358
H 5.9781 2.5157 0.7835
H 1.5358 0.5124 -5.6348
H 4.3684 3.7003 -0.7216
H -1.8981 -4.1402 2.6139
H -4.3915 -0.8111 3.7039

***

72
Properties=species:S:1:pos:R:3 method="wB97M-V/def2-TZVPD" lumo_ev="1.84 / 1.57" gap_ev="6.9 / 6.4" charge=-1 fmax_ha_per_bohr=0.050 energy_ha=-6198.06387 relative_energy_kcal_mol=73.7
Mo -1.4391 0.5802 -0.5179
Ge 1.9271 -0.8080 -0.5460
Cl -3.3819 -0.9668 1.8868
Cl -3.4362 -2.8463 4.1584
S -3.2189 3.2746 -2.1594
S -4.9312 1.5653 -0.8384
F -2.4486 3.9497 -4.5431
F -4.1022 0.0211 -2.8352
F -3.9907 2.4243 -4.5408
F -4.5086 4.4803 -4.1038
F -6.1491 0.6974 -2.9685
F -5.6194 -0.8475 -1.5504
O -2.6476 -2.1008 -1.4369
O -2.2795 2.1561 -2.2030
O -0.5265 0.5403 2.4772
O -2.5266 3.4202 2.0505
O -1.2855 2.2492 0.5989
O -2.1012 -0.9778 -1.1933
O -2.7707 4.5402 -1.6874
O -6.1858 1.5900 -0.1644
O -3.7442 1.1958 -0.0869
N -4.6636 2.9046 -1.6213
C -5.1997 0.2729 -2.1314
C 0.5171 -3.0160 0.6935
C 0.2760 0.1809 -0.5960
C 0.6764 -5.3315 0.0782
C 2.9591 -0.7010 -4.6158
C 2.0487 -3.6915 -1.0205
C 0.4314 2.6793 3.0728
C 2.9425 -0.1259 0.9640
C 4.2199 0.9578 3.2022
C -0.8519 1.8716 2.9007
C 4.2776 -0.3211 -2.2070
C 3.3489 1.2102 0.9785
C 2.2669 -0.8059 -3.4193
C 3.1810 -0.9041 2.0938
C 2.9174 -0.6197 -2.1991
C 1.6426 -5.0110 -0.8623
C 3.9879 1.7478 2.0848
C 0.1153 -4.3318 0.8608
C -1.6866 2.5870 1.8095
C 1.4935 -2.6780 -0.2439
C 4.9744 -0.2139 -3.4048
C 3.8152 -0.3673 3.2075
C -2.7426 -2.4523 2.5569
C -3.5751 3.5414 -3.9436
C 4.3160 -0.4047 -4.6087
C -1.6233 1.7546 4.2011
H 2.8639 -1.9398 2.1099
H 0.3488 -6.3567 0.1930
H -2.3519 0.9477 4.1259
H 4.2908 2.7870 2.0825
H -0.6463 -4.5788 1.5899
H 0.0488 -2.2346 1.2850
H 6.0319 0.0198 -3.3946
H 4.7106 1.3777 4.0710
H -0.9408 1.5332 5.0229
H 3.9855 -0.9839 4.0802
H 0.1829 0.6124 1.8233
H 2.4391 -0.8474 -5.5539
H 4.8026 -0.1687 -1.2705
H 4.8572 -0.3181 -5.5424
H 1.2051 -1.0282 -3.4382
H 0.2032 3.6799 3.4425
H -1.6709 -2.3385 2.6867
H 2.0755 -5.7864 -1.4815
H 0.9544 2.7742 2.1195
H -2.9795 -3.2658 1.8784
H -2.1560 2.6809 4.4047
H 2.8015 -3.4531 -1.7630
H 3.1561 1.8443 0.1197
H 1.0887 2.1730 3.7819